160
Properties=species:S:1:pos:R:3:forces:R:3 method="wB97M-V/def2-TZVPD" multiplicity=1 energy_ha=-4851.9581 homo_energy_ev="-5.2 / -5.2" lumo_energy_ha="-0.0327 / -0.0335" de_lowest_kcal_mol=29.7
Sc -0.442484 0.044841 0.112803 1.18 -0.69 -2.27
S -0.728015 -0.732449 2.524655 0.05 0.41 0.26
C -2.407890 -0.421359 2.772226 0.80 -0.83 1.67
N -2.902204 -0.607498 3.986153 0.39 0.30 -1.04
N -4.223844 -0.660740 4.154802 -0.52 0.16 -0.06
C -5.201130 -1.299761 3.378508 -0.07 -0.13 -0.05
C -6.536390 -1.138022 3.745288 0.07 0.08 0.04
C -7.535423 -1.820540 3.070425 -0.04 -0.05 -0.06
C -7.224022 -2.679279 2.027001 -0.06 0.03 -0.04
C -5.892871 -2.845329 1.662575 -0.01 -0.04 0.11
C -4.888274 -2.162761 2.324302 0.04 -0.13 0.28
N -3.259856 0.019638 1.817335 -0.52 1.11 -0.70
N -2.819763 0.550448 0.759171 -0.38 -0.62 0.77
C -3.957767 1.109096 0.079755 -0.57 0.41 -0.25
C -3.930054 2.423454 -0.362137 -0.34 0.05 0.53
C -5.052362 2.987807 -0.951623 -0.07 0.04 0.03
C -6.212573 2.246316 -1.106004 0.07 -0.04 -0.02
C -6.248347 0.933617 -0.649742 -0.05 0.05 0.06
C -5.134827 0.372028 -0.054248 0.12 0.02 0.17
H -4.497048 -0.383341 5.079897 -0.04 -0.23 0.16
H -6.790816 -0.479600 4.569655 0.02 0.00 -0.04
H -8.568590 -1.680673 3.362984 0.02 0.01 0.03
H -8.007506 -3.216818 1.508927 0.02 0.03 -0.01
H -5.631010 -3.519093 0.855607 0.02 0.01 0.01
H -3.853038 -2.323435 2.054282 -0.11 -0.07 -0.07
H -3.045056 3.021206 -0.204820 -0.22 0.04 0.13
H -5.023454 4.021657 -1.272920 0.02 0.00 -0.01
H -7.082376 2.690002 -1.572934 0.00 -0.02 0.01
H -7.153471 0.346813 -0.747456 0.04 -0.01 -0.01
H -5.158371 -0.646095 0.312431 -0.01 0.06 -0.06
C 3.840352 -0.809025 1.375619 -0.25 0.04 0.02
P 2.509523 -0.416732 0.149813 0.47 0.30 -0.22
C 2.691006 -1.973940 -0.882538 0.19 0.08 -0.02
N 3.759135 -2.107964 -1.617150 0.00 0.14 0.10
C 3.958781 -3.282808 -2.269205 -0.14 -0.11 0.02
C 5.078421 -3.429232 -3.116353 0.01 -0.07 -0.03
C 5.300674 -4.625802 -3.738904 0.06 0.13 0.03
C 4.429935 -5.717407 -3.525584 -0.03 -0.05 -0.03
C 3.336996 -5.592883 -2.715121 0.00 -0.11 -0.09
C 3.072607 -4.360202 -2.081902 0.20 0.14 -0.18
N 1.982734 -4.229461 -1.289007 -0.19 -0.01 0.21
C 1.766096 -3.075934 -0.727349 -0.13 0.08 -0.09
P 0.405219 -2.771414 0.477917 -0.05 -0.24 0.08
C 1.352885 -3.450883 1.914956 -0.21 0.22 -0.01
C -1.009747 -4.038723 0.418982 -0.03 0.26 -0.11
C -0.693197 -5.314931 -0.351815 -0.01 0.02 -0.01
C -2.191001 -3.294642 -0.215652 0.13 0.03 -0.01
C -1.408318 -4.382156 1.862300 0.06 0.04 0.03
C 3.425676 1.034084 -0.688467 -0.12 0.06 -0.03
C 2.487889 1.519413 -1.793093 0.35 -0.22 0.16
C 3.486056 2.124176 0.387917 -0.10 0.02 -0.17
C 4.840366 0.807438 -1.232247 -0.09 -0.06 0.15
H 4.737082 -1.102029 0.831103 0.03 -0.02 -0.01
H 3.555325 -1.609679 2.051722 0.05 0.00 -0.03
H 4.035660 0.078809 1.977490 -0.06 -0.15 -0.19
H 5.731217 -2.576186 -3.252026 0.00 -0.01 -0.01
H 6.152331 -4.743929 -4.397220 -0.01 0.00 0.02
H 4.635079 -6.659090 -4.019390 -0.03 0.01 0.01
H 2.653335 -6.416756 -2.551256 -0.01 0.06 0.01
H 1.464553 -4.528612 1.795218 0.03 -0.02 0.01
H 0.820625 -3.223188 2.837188 0.07 -0.03 0.04
H 2.339765 -3.004080 1.952865 0.05 -0.03 0.00
H -0.485587 -5.104086 -1.398930 -0.01 -0.02 -0.05
H -1.554940 -5.990572 -0.287322 0.03 0.05 0.00
H 0.175857 -5.826992 0.065272 -0.03 -0.01 -0.03
H -3.066220 -3.950630 -0.282712 0.04 0.00 0.02
H -2.459379 -2.424355 0.396258 -0.01 -0.07 -0.05
H -1.939638 -2.945749 -1.215678 -0.04 0.00 -0.09
H -0.724548 -5.095939 2.325188 -0.01 0.05 -0.01
H -2.402635 -4.839237 1.844792 0.04 -0.02 -0.03
H -1.460031 -3.486407 2.487605 -0.05 -0.07 0.01
H 1.647358 2.057968 -1.360412 -0.12 -0.02 -0.03
H 2.076287 0.680882 -2.340198 0.24 -0.05 0.11
H 3.014248 2.182590 -2.487387 -0.01 -0.01 0.03
H 2.561009 2.119681 0.967404 0.24 0.17 -0.16
H 3.603112 3.103997 -0.089367 0.10 -0.05 -0.09
H 4.326998 1.984641 1.071859 -0.04 0.02 0.05
H 4.906423 -0.076235 -1.849495 0.03 -0.13 -0.19
H 5.571914 0.716580 -0.424028 -0.06 -0.05 -0.03
H 5.118653 1.679677 -1.833317 0.01 0.00 0.09
C 1.179549 5.113434 0.849259 -0.07 0.05 0.06
N 0.117256 4.747454 -0.052905 -0.04 0.04 0.17
C -0.820393 5.817719 -0.335648 0.00 0.01 -0.02
C -0.218151 3.441452 -0.318788 -0.11 -0.12 -0.07
N -0.113076 2.439712 0.536486 -0.02 -0.25 0.36
C -0.257389 2.818023 1.938463 0.24 0.14 -0.07
C -1.445529 3.475356 2.275699 0.08 -0.14 -0.08
C -1.728070 3.962124 3.538847 0.03 0.06 -0.04
C -0.766060 3.820689 4.527443 -0.08 0.02 -0.02
C 0.404358 3.152195 4.236913 -0.02 -0.10 -0.11
C 0.703579 2.599300 2.969032 -0.17 0.49 0.28
N 1.845458 1.829997 2.847317 -0.16 -0.71 0.50
C 2.851776 1.863035 3.679470 -0.20 0.48 -0.19
N 3.520755 3.000619 4.081767 -0.14 0.04 0.25
C 3.262458 4.280680 3.469979 0.18 0.02 -0.05
C 4.102963 3.096725 5.413736 -0.03 0.07 0.00
N 3.398550 0.713723 4.172585 0.03 -0.22 0.08
C 4.818879 0.510750 4.367453 0.04 -0.07 0.04
C 2.560715 -0.390704 4.598267 -0.04 -0.02 -0.18
N -0.651637 3.257150 -1.596675 -0.13 -0.08 0.02
C -1.702315 2.323824 -1.970934 0.69 0.14 -0.48
C -0.222983 4.117571 -2.686352 0.03 -0.03 -0.01
H 0.810246 5.408521 1.837918 -0.02 -0.05 0.00
H 1.735552 5.950808 0.415311 -0.01 -0.01 0.02
H 1.851445 4.275539 0.955697 0.08 -0.15 -0.06
H -0.334085 6.622660 -0.894470 -0.04 -0.01 -0.02
H -1.199381 6.231193 0.606313 0.01 -0.03 -0.02
H -1.666763 5.446848 -0.910883 0.05 0.02 0.02
H -2.188555 3.596959 1.498398 0.00 -0.02 -0.01
H -2.682898 4.432092 3.739197 0.06 0.03 -0.01
H -0.934352 4.220654 5.520244 0.02 -0.07 0.00
H 1.139600 3.011741 5.023262 -0.10 -0.04 0.00
H 2.842633 4.122884 2.491192 -0.02 -0.02 -0.14
H 4.199347 4.832871 3.360463 0.00 -0.01 0.06
H 2.564043 4.881184 4.063205 -0.01 -0.03 -0.03
H 3.863085 2.216053 6.003792 0.02 0.03 -0.03
H 3.685892 3.967983 5.926059 -0.02 0.00 -0.02
H 5.189000 3.217491 5.376738 -0.02 -0.01 0.01
H 5.390574 1.307536 3.896328 -0.03 -0.01 -0.01
H 5.105874 -0.440710 3.910608 0.00 0.03 -0.03
H 5.092097 0.454957 5.426850 -0.02 0.05 -0.01
H 1.515876 -0.150931 4.436421 -0.12 0.06 -0.05
H 2.735012 -0.588206 5.662135 -0.02 -0.01 -0.05
H 2.787374 -1.300555 4.037667 0.02 -0.02 0.02
H -1.973568 1.699371 -1.134930 0.24 -0.02 -0.19
H -1.380873 1.676711 -2.777813 0.28 -0.08 -0.10
H -2.589622 2.879549 -2.295070 0.14 -0.04 -0.04
H 0.663116 4.677362 -2.401726 0.00 0.00 0.01
H -1.007359 4.819064 -2.989588 0.00 -0.01 0.02
H 0.019720 3.493797 -3.545963 0.01 -0.07 -0.03
C -3.350568 -0.532229 -2.329633 -0.08 -0.19 -0.31
C -2.898934 -1.487064 -3.432374 0.14 0.20 0.09
C -3.036700 -0.775120 -4.789617 -0.18 -0.09 0.06
C -1.496356 -2.060462 -3.338405 0.34 0.12 0.39
C -1.313851 -3.354047 -3.797396 -0.03 -0.10 -0.10
C -0.063292 -3.839945 -4.171840 0.00 -0.07 -0.10
C 0.917550 -2.874132 -4.358004 0.04 -0.08 0.03
C 0.785361 -1.565256 -3.908132 -0.31 0.09 0.31
C 1.573617 -0.533142 -4.727973 0.24 0.06 0.40
C 3.104285 -0.674218 -4.611764 -0.15 0.12 -0.11
C 1.082183 0.898425 -4.531051 -0.13 0.03 -0.06
C -0.310779 -1.280142 -2.944204 -0.19 -0.66 -0.62
N -0.286615 -0.507864 -1.862421 -0.21 0.95 1.65
H -2.993967 0.483544 -2.521149 -0.13 -0.30 0.05
H -2.971448 -0.849562 -1.363412 -0.06 -0.04 0.04
H -4.441693 -0.496640 -2.279631 0.11 0.01 -0.14
H -3.590294 -2.337715 -3.444251 0.05 -0.04 0.04
H -2.326441 0.054473 -4.843017 -0.01 0.01 -0.01
H -4.050099 -0.376054 -4.921101 0.07 0.00 -0.01
H -2.821044 -1.460477 -5.610631 0.02 0.03 0.00
H -2.189094 -3.989959 -3.927874 0.00 0.08 0.04
H 0.080548 -4.867837 -4.486790 -0.02 0.08 0.01
H 1.789504 -3.122543 -4.963739 -0.05 0.04 0.05
H 1.347451 -0.783368 -5.768426 -0.07 0.03 -0.04
H 3.428037 -0.768578 -3.582002 0.05 0.11 0.18
H 3.439901 -1.570942 -5.138522 0.01 0.03 0.06
H 3.610625 0.187977 -5.061440 -0.03 -0.08 -0.01
H 1.014903 1.141254 -3.475347 -0.36 0.15 -0.34
H 0.086565 1.017845 -4.967305 -0.01 -0.02 -0.01
H 1.759735 1.607349 -5.016521 -0.05 0.01 -0.01